Entry 1:
ORCA calculation (ωB97M-V/def2-TZVPD) on a 2-piece molecular cluster, C29H46ClF5N2O4 overall in a non-equilibrium geometry.

Element x y z (Å)
Cl -1.535 2.851 -7.514
F -6.614 -5.421 1.466
F -6.955 -3.069 0.915
F -0.195 -3.111 -1.924
F -6.662 -4.606 -0.887
F -2.178 -2.511 -3.105
O 4.958 -3.174 2.349
O -5.295 3.217 0.671
O 2.406 -2.692 4.341
O -3.670 3.325 -0.602
N -4.103 3.484 0.683
N -0.477 2.253 -1.411
C 1.817 -1.489 4.964
C -3.793 -4.356 1.950
C -6.254 -4.344 0.514
C -1.171 -0.695 -1.480
C 2.537 0.765 -2.482
C 3.047 3.629 1.522
C 1.493 -0.487 -2.252
C -2.340 -2.962 -0.640
C 1.818 1.149 4.664
C -2.164 -4.000 2.076
C -2.986 1.990 -0.563
C -1.481 -3.311 0.753
C 2.818 3.082 3.082
C 3.711 0.858 -1.294
C -3.935 -3.308 -0.783
C 1.687 1.873 3.171
C -1.293 0.381 -4.036
C 4.098 2.538 0.824
C -4.650 -4.009 0.557
C -1.362 1.245 -6.569
C 0.268 1.291 -0.517
C -1.876 1.829 -1.799
C -2.149 1.327 -5.096
C 2.783 -0.181 4.658
C 1.684 -2.900 3.060
C 0.360 -0.259 -1.109
C 3.932 2.436 -0.812
C -1.407 -2.271 -1.846
C -1.933 0.358 -2.536
H 3.832 1.496 1.342
H -0.215 1.068 -6.359
H 2.175 -1.395 -1.879
H 1.109 -0.807 -3.310
H 2.030 1.798 -2.691
H -4.282 -4.827 2.915
H -2.239 2.614 -2.623
H 2.390 -3.477 2.321
H -0.586 3.153 -0.853
H 5.209 2.870 1.031
H -2.139 2.463 -4.805
H 3.147 0.497 -3.473
H 4.761 0.462 -1.670
H 0.670 -0.920 -0.164
H 1.406 -1.881 2.554
H -4.537 -3.079 -1.765
H 1.299 1.729 -0.180
H 1.985 3.626 1.029
H -3.059 0.013 -2.616
H 4.761 2.998 -1.421
H 1.750 -1.649 6.125
H 1.829 1.095 2.291
H 0.716 -1.360 4.558
H 2.514 3.939 3.825
H -0.328 -3.032 0.814
H -0.382 1.195 0.480
H -1.521 -4.196 3.035
H -1.170 -0.660 -4.555
H 3.284 -0.270 3.593
H 0.607 2.351 3.062
H -1.761 0.305 -7.166
H -0.200 0.861 -4.012
H -3.265 0.957 -5.210
H 3.570 -0.134 5.540
H 3.291 0.258 -0.380
H 3.534 4.710 1.524
H -3.777 1.118 -0.763
H 0.722 0.888 5.049
H 0.669 -3.479 3.283
H 2.901 2.978 -1.069
H 0.018 2.526 -2.290
H 2.305 1.967 5.371
H -2.482 1.789 0.475
H 3.837 2.594 3.410
H -1.782 -0.523 -0.465
H 4.467 -3.356 3.129

The spin multiplicity is 1. The calculation puts the gap between HOMO and LUMO at 2.15 eV. The calculation puts the strongest force on any atom at 5.66 eV/A. As for the LUMO energy: -2.09 eV. The energy is -68071.5872 eV.



Entry 2:
ORCA calculation (ωB97M-V/def2-TZVPD) on C29H46F2O16S as an isolated structure in a non-equilibrium geometry.

Element x y z (Å)
S 7.993 -0.753 -34.081
F 4.925 -4.630 -31.851
F 13.940 -3.336 -30.274
O 5.508 -8.572 -34.240
O 5.526 -7.142 -29.178
O 2.533 -1.866 -29.334
O 11.473 -5.204 -34.891
O 8.911 -2.435 -29.384
O 4.498 -2.560 -30.250
O 8.264 -4.578 -29.344
O 13.241 -6.155 -35.572
O 6.410 -9.244 -29.704
O 2.533 -2.514 -31.494
O 5.523 -8.050 -36.295
O 7.343 -7.395 -30.513
O 5.763 -6.277 -34.865
O 9.305 -1.440 -33.654
O 12.442 -6.693 -33.486
O 6.795 -2.865 -29.033
C 11.977 -2.073 -30.680
C 12.429 -6.018 -34.508
C 5.599 -9.984 -28.754
C 5.447 -7.213 -37.444
C 8.549 0.611 -35.269
C 3.305 -2.285 -30.375
C 8.565 -3.170 -32.963
C 11.050 -1.945 -32.872
C 3.024 -1.568 -28.016
C 5.658 -3.627 -28.976
C 7.935 -2.551 -31.911
C 6.338 -7.905 -29.750
C 7.512 0.368 -32.690
C 10.316 -4.844 -34.089
C 2.955 -3.062 -32.748
C 13.059 -3.193 -32.490
C 12.122 -2.701 -33.429
C 10.245 -2.837 -29.506
C 7.431 -6.008 -30.752
C 10.984 -1.620 -31.489
C 12.983 -2.910 -31.117
C 6.088 -4.106 -32.287
C 6.758 -4.715 -33.323
C 5.860 -8.422 -32.909
C 8.021 -4.251 -33.624
C 5.683 -7.490 -35.078
C 8.042 -3.377 -29.297
C 14.184 -7.205 -35.602
C 6.660 -2.988 -31.649
H 9.580 -2.924 -33.237
H 3.889 -2.560 -33.001
H 4.108 -1.493 -28.101
H 13.574 -8.108 -35.595
H 5.119 -7.816 -38.290
H 2.579 -0.674 -27.579
H 10.994 -2.046 -29.453
H 10.559 -3.506 -28.705
H 9.596 -5.662 -34.097
H 10.202 -1.064 -30.993
H 5.380 -11.016 -29.028
H 3.144 -4.116 -32.545
H 7.965 1.527 -35.172
H 6.904 -8.110 -32.898
H 2.156 -2.902 -33.472
H 4.631 -9.490 -28.666
H 8.607 -4.638 -34.444
H 4.818 -3.122 -28.499
H 5.336 -3.961 -29.962
H 8.147 -5.738 -31.528
H 8.387 0.950 -32.403
H 12.256 -2.963 -34.468
H 2.754 -2.412 -27.381
H 6.077 -2.584 -30.835
H 5.216 -7.636 -32.514
H 6.312 -5.550 -33.841
H 9.848 -3.957 -34.516
H 6.395 -6.692 -37.577
H 10.233 -1.635 -33.507
H 12.029 -1.810 -29.634
H 14.878 -7.183 -34.761
H 5.873 -4.561 -28.458
H 10.451 -3.372 -30.433
H 8.290 0.285 -36.276
H 14.880 -7.189 -36.440
H 10.546 -4.750 -33.028
H 5.892 -9.361 -32.357
H 6.431 -5.655 -31.006
H 6.049 -9.899 -27.765
H 7.778 -5.621 -29.794
H 7.258 -0.207 -31.799
H 9.607 0.856 -35.169
H 6.676 1.037 -32.891
H 4.752 -6.383 -37.311
H 8.395 -1.720 -31.396
H 13.997 -3.646 -32.776

The spin multiplicity is 1. The energy above the lowest of the compared OMol25 structures with the same formula, charge and spin comes out at 499.0 kcal/mol. The calculation puts the gap between HOMO and LUMO at 7.82 eV. The calculation puts the strongest force on any atom at 17.70 eV/A. As for the LUMO energy: 0.14 eV. The energy is -79826.7720 eV.



Entry 3:
ORCA calculation (ωB97M-V/def2-TZVPD) on C29H46F3IN7O9PS3Ti as an isolated structure in a non-equilibrium geometry.

Element x y z (Å)
I -3.775 -2.122 2.011
Ti -0.856 -1.156 0.139
S 0.364 -2.679 1.734
S -3.501 7.087 2.374
S 2.970 -1.869 -1.942
P 2.553 1.627 1.038
F -0.524 -3.711 4.055
F -0.780 -1.585 3.706
F 1.128 -2.357 4.349
O -2.446 7.496 1.459
O -4.831 7.584 2.060
O 0.082 -1.439 -3.016
O 0.599 -1.249 1.489
O 1.404 -3.585 1.423
O -3.140 7.083 3.778
O 0.027 -2.237 -0.942
O -1.717 0.041 1.439
O -0.993 -2.961 1.277
N -0.585 2.137 -1.365
N -0.795 2.110 0.029
N 0.493 1.098 -3.171
N -2.632 -1.435 -0.635
N 0.017 -0.067 -1.199
N 0.387 -1.268 -1.793
N -3.919 1.301 0.860
C 5.332 0.839 0.696
C 4.470 -2.054 -2.972
C -3.929 3.025 2.566
C -3.813 4.355 2.934
C 2.317 -3.539 -2.191
C 3.143 3.234 0.156
C -2.624 -1.451 -2.011
C -3.994 -3.409 -2.122
C 4.680 -1.839 0.886
C -4.155 -3.310 -0.737
C 6.322 -0.124 0.631
C 2.638 1.894 2.943
C 6.005 -1.468 0.737
C -3.466 -2.339 -0.062
C -0.010 1.029 -1.923
C 1.925 4.151 -0.029
C 4.022 2.187 3.510
C 1.658 3.005 3.328
C -3.849 3.669 0.242
C -3.250 -2.419 -2.760
C 3.994 0.483 0.859
C 3.555 2.761 -1.245
C 0.072 -2.621 3.591
C 3.688 -0.874 0.930
C 4.223 4.097 0.805
C -3.738 4.999 0.617
C -3.923 2.681 1.220
C 2.149 0.576 3.551
C -3.692 5.315 1.955
H -3.166 -2.402 -3.834
H 1.418 4.366 0.907
H 2.251 5.101 -0.449
H -2.120 -0.617 -2.489
H 4.766 1.504 3.104
H 6.784 -2.216 0.698
H -4.806 -3.991 -0.213
H 3.996 2.051 4.590
H 7.348 0.189 0.501
H 3.559 3.605 -1.932
H -2.540 0.633 1.240
H 2.096 0.665 4.634
H 3.798 4.690 1.610
H 0.098 2.239 0.530
H -4.123 1.177 -0.127
H 2.846 2.018 -1.615
H -4.567 0.760 1.427
H 4.614 4.785 0.057
H 0.677 2.839 2.879
H 4.332 3.207 3.313
H -1.426 2.873 0.266
H -3.888 3.389 -0.801
H 1.220 3.717 -0.731
H -0.333 3.032 -1.783
H 5.624 1.871 0.616
H 2.020 3.984 3.024
H 0.582 0.164 -3.600
H 1.529 3.022 4.409
H 4.183 -2.303 -3.988
H 4.540 2.307 -1.255
H 2.658 -1.192 1.002
H 3.151 -4.227 -2.276
H 5.094 -2.835 -2.547
H -4.483 -4.194 -2.673
H -3.800 4.668 3.965
H 1.162 0.309 3.180
H -4.021 2.252 3.313
H 5.055 3.537 1.210
H 1.712 -3.787 -1.324
H 4.405 -2.882 0.951
H -3.680 5.803 -0.098
H 1.707 -3.538 -3.091
H 0.261 1.873 -3.770
H 2.829 -0.237 3.312
H 5.002 -1.110 -2.953
H -1.150 0.519 2.060

The spin multiplicity is 1. The energy above the lowest of the compared OMol25 structures with the same formula, charge and spin comes out at 159.9 kcal/mol. The calculation puts the gap between HOMO and LUMO (alpha / beta) at 5.23 / 5.32 eV. The calculation puts the strongest force on any atom at 4.14 eV/A. As for the LUMO energy (alpha / beta): -2.28 / -2.18 eV. The energy is -140835.9345 eV.



Entry 4:
ORCA calculation (ωB97M-V/def2-TZVPD) on C29H46FSn as an isolated structure in a non-equilibrium geometry.

Element x y z (Å)
Sn -0.717 3.632 0.441
F -9.921 1.440 3.494
C -6.349 1.852 4.306
C -7.614 1.243 4.035
C -8.536 3.327 3.119
C -1.458 6.626 1.271
C -1.975 5.435 0.444
C -2.116 0.315 2.736
C -4.044 1.724 1.873
C -6.480 -0.720 6.086
C 1.031 1.511 3.320
C -6.529 -1.692 7.085
C -4.243 -0.126 6.802
C -1.861 1.774 0.652
C -2.086 7.934 0.774
C -5.342 0.128 5.918
C -7.263 3.903 3.237
C -4.306 -1.088 7.805
C -1.737 6.455 2.765
C 1.282 4.866 -1.807
C 0.383 3.653 -1.440
C -8.671 2.015 3.574
C 0.819 5.578 -3.087
C 2.757 4.468 -1.974
C -6.217 3.201 3.823
C -5.249 1.229 5.004
C 0.828 3.611 4.749
C 0.326 2.872 3.496
C 0.522 3.750 2.243
C -5.454 -1.880 7.964
C -2.535 1.607 2.030
H -1.409 7.347 3.313
H -2.811 6.323 2.952
H -2.555 0.256 3.740
H 0.979 2.935 5.594
H 3.163 4.035 -1.053
H -1.862 8.124 -0.280
H -4.340 2.747 1.603
H -2.438 -0.566 2.163
H -4.442 1.034 1.115
H -2.025 5.689 -0.622
H -5.508 -2.655 8.738
H 1.470 6.435 -3.312
H -1.700 8.785 1.341
H 0.091 4.361 5.037
H -7.118 4.931 2.882
H -0.393 3.501 -2.199
H -7.327 -0.626 5.415
H -1.145 0.972 0.440
H -7.765 0.167 4.126
H 0.846 4.896 -3.950
H 3.372 5.345 -2.217
H -0.794 2.703 3.682
H -4.296 1.761 5.005
H -0.365 6.687 1.116
H -3.336 0.462 6.672
H 0.414 4.798 2.536
H 1.767 4.154 4.606
H 0.921 0.890 4.226
H 0.712 0.913 2.451
H 1.223 5.596 -0.979
H -1.031 0.264 2.878
H -2.979 5.123 0.759
H -0.200 5.969 -2.989
H -4.518 1.491 2.826
H -2.603 1.801 -0.157
H 2.103 1.682 3.178
H 0.975 2.732 -1.376
H -1.216 5.597 3.202
H -3.175 7.914 0.903
H -9.366 3.857 2.643
H 2.878 3.734 -2.783
H 1.544 3.650 1.849
H -3.479 -1.227 8.503
H -5.236 3.679 3.901
H -7.423 -2.306 7.205
H -2.221 2.449 2.675

The spin multiplicity is 1. The energy above the lowest of the compared OMol25 structures with the same formula, charge and spin comes out at 0.0 kcal/mol. The calculation puts the gap between HOMO and LUMO at 4.35 eV. The calculation puts the strongest force on any atom at 1.71 eV/A. As for the LUMO energy: 2.10 eV. Its charge is -1. The energy is -39367.4386 eV.



Entry 5:
ORCA calculation (ωB97M-V/def2-TZVPD) on C29H46FeP2S as an isolated structure in a non-equilibrium geometry.

Element x y z (Å)
Fe -0.002 0.807 0.851
S 1.858 0.048 1.690
P -0.749 -1.241 1.152
P 0.350 0.435 -1.231
C 4.060 1.572 2.412
C -2.600 -1.997 -3.993
C 1.681 3.727 1.247
C 3.525 0.606 1.538
C -2.539 -1.404 1.290
C 0.083 2.178 2.585
C -1.246 1.663 2.391
C -0.747 3.806 -0.676
C 5.743 0.305 0.591
C -0.027 -2.555 2.128
C -2.718 -2.915 -1.583
C 1.816 0.467 -2.252
C 0.464 2.891 1.400
C 5.404 1.927 2.345
C -3.157 2.156 0.706
C -0.102 -1.255 -0.603
C -1.126 1.044 -2.090
C 6.258 1.291 1.441
C 0.769 2.208 3.897
C -2.053 1.056 3.486
C -1.684 -3.570 -1.011
C 4.388 -0.031 0.620
C -3.127 -3.077 -3.014
C -1.203 -1.518 -3.740
C -0.657 2.892 0.502
C -0.262 -3.779 -3.157
C -0.210 -2.292 -3.256
C -0.672 -4.363 -1.776
C -1.724 2.133 1.111
H 0.614 1.266 4.443
H -0.940 -4.171 -3.930
H 6.410 -0.215 -0.092
H 0.162 3.740 -1.297
H -1.764 1.572 -1.381
H -3.640 3.047 1.144
H -3.275 -1.127 -3.966
H 2.700 0.517 -1.602
H -1.624 -3.696 0.077
H 1.731 4.159 0.240
H -0.830 4.849 -0.332
H 3.971 -0.801 -0.029
H 1.903 -0.413 -2.902
H -3.292 2.216 -0.381
H -1.735 0.257 -2.538
H 3.395 2.018 3.143
H 0.222 -4.471 -1.142
H 1.676 4.556 1.975
H -2.953 0.560 3.105
H -0.964 -0.554 -4.209
H -2.682 -2.404 -5.014
H -1.447 0.336 4.061
H -2.867 -2.405 1.018
H 5.787 2.696 3.009
H -0.919 -1.544 -1.263
H 1.045 -2.391 2.286
H -2.378 1.843 4.187
H 0.775 -1.865 -3.057
H -0.516 -2.543 3.111
H -2.835 -4.072 -3.384
H -3.057 -0.668 0.663
H 7.320 1.546 1.410
H 1.841 2.395 3.779
H -3.695 1.277 1.083
H 0.716 -1.978 -0.724
H -4.227 -3.034 -3.054
H 0.361 3.027 4.513
H -0.184 -3.523 1.641
H -2.817 -1.213 2.332
H 1.788 1.374 -2.872
H -3.424 -2.323 -0.989
H -1.623 3.604 -1.306
H 2.585 3.132 1.430
H 0.745 -4.164 -3.380
H -0.806 1.761 -2.855
H -1.046 -5.384 -1.951

The spin multiplicity is 6. The energy above the lowest of the compared OMol25 structures with the same formula, charge and spin comes out at 51.5 kcal/mol. The calculation puts the gap between HOMO and LUMO (alpha / beta) at 7.39 / 7.03 eV. The calculation puts the strongest force on any atom at 2.60 eV/A. As for the LUMO energy (alpha / beta): -1.84 / -3.63 eV. Its charge is +1. The energy is -94609.8792 eV.